Record 1
Formula: C3H6N4O
Source: the Open Molecules 2025 dataset
Level of theory: ωB97M-V/def2-TZVPD

Results
Kohn-Sham gap in hartree: 0.3204
Structure (SMILES): CN/N=c1/cn[nH]o1
Total energy in eV: -11211.875
LUMO level in hartree: 0.032
Total charge: 0
Energy above the lowest of the compared OMol25 structures with the same formula, charge and spin in eV: 4.901

Each line ends with the Mulliken charge.
Geometry (Å):
C (-0.4118, 1.3671, -1.5992)  -0.6744
C (0.4076, -0.5132, 0.4272)  0.5582
C (0.9234, -1.2386, 1.5958)  -0.0978
H (-1.2379, 0.5827, -1.4171)  0.2045
H (-0.4311, 2.1218, -0.8559)  0.3044
H (-0.5899, 1.8425, -2.5928)  0.3114
H (1.6125, 1.2534, -1.9048)  0.2528
H (1.8904, -1.7039, 1.5533)  0.3749
H (-2.0692, -1.4966, 1.9775)  0.2658
N (0.8490, 0.6585, -1.6569)  -0.2802
N (1.2335, -0.0779, -0.5001)  -0.4837
N (-0.0460, -1.5573, 2.3432)  -0.3944
N (-1.1840, -0.9236, 1.9501)  -0.0915
O (-0.9465, -0.3148, 0.6798)  -0.2498

Record 2
Formula: C3H6N4O
Source: the Open Molecules 2025 dataset
Level of theory: ωB97M-V/def2-TZVPD

Results
Kohn-Sham gap in hartree: 0.3009
Structure (SMILES): [H]/N=c1/occ(N)n1N
Total energy in eV: -11211.370
LUMO level in hartree: 0.016
Total charge: 0
Energy above the lowest of the compared OMol25 structures with the same formula, charge and spin in eV: 5.406

Each line ends with the Mulliken charge.
Geometry (Å):
C (-0.7129, -0.4679, 0.5183)  0.3614
C (-0.8650, -1.6743, -0.1513)  -0.6057
C (0.3838, -0.2384, -1.3375)  0.4336
H (0.1988, 0.2559, 2.1408)  0.3347
H (-1.3991, -0.6621, 2.6090)  0.2891
H (-1.5224, -2.4618, 0.1532)  0.3841
H (0.7356, 1.4578, -2.2450)  0.1917
H (0.6300, 2.1119, 0.0651)  0.2486
H (1.9875, 1.1562, 0.1621)  0.2603
N (-0.8946, 0.0756, 1.9159)  -0.5629
N (0.5432, 0.5331, -2.4977)  -0.6857
N (0.1760, 0.2771, -0.2388)  0.5399
N (0.9584, 1.1518, 0.3356)  -0.8198
O (-0.2193, -1.5149, -1.4299)  -0.3692

Number 1: highest occupied orbital energy -7.8450 eV. Number 2: highest occupied orbital energy -7.7616 eV.